Density functional theory data (the ωB97M-V functional and the def2-TZVPD basis) for CH2O4Rh as an isolated structure.

Element x y z (Å)
O1 0.932 -1.009 -0.849
C1 0.765 0.224 -1.244
O2 1.632 1.021 -0.801
O3 -0.485 0.653 -1.282
Rh1 0.572 -1.233 0.971
H1 -1.002 0.637 -0.135
O4 -0.838 -0.105 1.368
H2 -1.577 -0.188 1.971

Computed properties:
LUMO (alpha / beta) = -6.1 / -8.8 eV
2S+1 = 5
E_HOMO (alpha / beta) = -15.6151 / -15.8441 eV
expectation value of S² = 6.02
net charge = +1


Density functional theory data (the ωB97M-V functional and the def2-TZVPD basis) for a 2-piece molecular cluster, C4H10O overall.

Element x y z (Å)
C1 2.071 -0.065 -0.018
C2 1.075 0.182 -1.115
C3 -0.006 0.944 -0.968
C4 -1.843 -1.012 0.434
O1 -0.258 1.596 0.204
H1 1.588 0.000 0.964
H2 2.876 0.680 -0.037
H3 2.530 -1.056 -0.116
H4 1.216 -0.295 -2.081
H5 -0.898 -0.917 -0.110
H6 -0.760 1.039 -1.749
H7 -2.303 -1.965 0.179
H8 -1.643 -0.953 1.506
H9 -2.527 -0.202 0.157
H10 -1.164 1.919 0.208

Computed properties:
LUMO = 0.8 eV
E_HOMO = -8.6298 eV
SMILES = C/C=C\O.C


Density functional theory data (the ωB97M-V functional and the def2-TZVPD basis) for C5H8N2 as an isolated structure.

Element x y z (Å)
C1 -2.075 0.287 0.386
C2 -1.075 -0.339 -0.513
C3 1.144 -0.956 0.108
C4 2.370 -0.368 0.176
C5 1.990 0.941 0.062
H1 -2.463 1.572 0.368
H2 -1.852 0.197 1.610
H3 -3.093 -0.163 0.262
H4 -1.307 -1.346 -0.879
H5 -1.276 0.210 -1.368
H6 0.688 -1.888 0.204
H7 3.290 -0.968 0.243
H8 2.715 1.760 -0.217
N1 0.271 -0.110 -0.188
N2 0.673 1.170 -0.253

Computed properties:
LUMO = 1.0 eV
E_HOMO = -9.2488 eV


Density functional theory data (the ωB97M-V functional and the def2-TZVPD basis) for one molecule with the formula C6H7N.

Element x y z (Å)
C1 1.493 1.549 -0.427
C2 1.861 -0.772 0.642
C3 0.485 -0.516 -0.145
C4 1.765 0.243 -0.374
C5 -0.388 0.631 -0.034
C6 -1.900 0.447 -0.040
N1 0.154 1.755 -0.227
H1 2.257 2.438 -0.417
H2 2.104 -0.638 1.666
H3 2.430 -1.783 0.409
H4 0.298 -1.463 -0.537
H5 -2.248 -0.552 0.272
H6 -2.528 0.546 -0.994
H7 -2.460 1.191 0.613

Computed properties:
LUMO = 0.4 eV
E_HOMO = -8.5830 eV
SMILES = CC1=NC=C2C[C@H]21


Density functional theory data (the ωB97M-V functional and the def2-TZVPD basis) for C24H45Cl3N3O4SiSr as an isolated structure.

Element x y z (Å)
C1 2.243 6.190 0.016
C2 2.073 6.855 -1.343
H1 3.261 5.784 0.181
H2 1.531 5.362 0.103
H3 2.045 6.889 0.848
C3 2.840 7.892 -1.730
C4 4.072 8.412 -1.024
H4 2.556 8.489 -2.613
H5 4.706 7.603 -0.579
H6 3.841 9.170 -0.246
H7 4.675 8.962 -1.782
Sr1 0.216 3.041 -1.204
Cl1 -1.939 4.749 -2.180
C5 -1.105 1.982 -3.894
O1 -0.034 1.807 -3.257
N1 -1.316 1.504 -5.124
C6 -0.358 0.533 -5.647
C7 -2.464 1.903 -5.950
H8 -1.936 2.573 -3.463
H9 -0.105 -0.157 -4.830
H10 0.558 1.051 -5.969
H11 -0.821 0.006 -6.489
H12 -3.373 1.922 -5.328
H13 -2.588 1.189 -6.778
H14 -2.335 2.916 -6.374
H15 -0.675 -3.531 -1.836
H16 -2.332 -3.675 0.536
C8 0.041 -3.112 -1.108
C9 -1.401 -3.269 0.961
N2 -0.658 -2.466 -0.007
H17 0.654 -2.347 -1.597
C10 -0.706 -1.114 0.033
O2 -0.037 -0.360 -0.689
H18 -1.655 -2.610 1.797
H19 -1.417 -0.738 0.796
H20 0.673 -3.927 -0.734
H21 -0.795 -4.109 1.327
H22 4.085 0.846 3.338
H23 4.737 3.058 0.336
C11 4.264 0.421 2.338
C12 4.874 1.960 0.420
N3 3.846 1.367 1.298
H24 3.691 -0.517 2.271
C13 2.574 1.714 1.078
O3 2.237 2.416 0.087
H25 4.783 1.543 -0.602
H26 1.840 1.380 1.840
H27 5.338 0.218 2.200
H28 5.860 1.726 0.855
O4 0.834 4.979 -1.982
C14 1.076 6.254 -2.382
C15 2.597 6.909 -4.494
C16 1.372 6.550 -3.900
H29 3.517 6.952 -3.919
C17 2.683 7.223 -5.867
H30 0.081 6.715 -2.197
C18 0.245 6.603 -4.722
H31 3.676 7.340 -6.313
C19 1.519 7.450 -6.617
C20 0.291 7.117 -6.025
H32 -0.711 6.239 -4.347
H33 1.591 7.846 -7.639
H34 -0.615 7.273 -6.620
Si1 3.959 3.113 -4.571
Cl2 4.538 4.611 -3.293
C21 4.795 3.283 -6.209
C22 2.102 3.514 -4.712
C23 3.985 1.641 -3.344
H35 4.570 4.282 -6.624
H36 4.438 2.562 -6.972
H37 5.892 3.192 -6.214
H38 4.881 0.979 -3.429
H39 3.035 1.083 -3.455
H40 3.941 2.130 -2.344
H41 1.879 4.376 -5.349
H42 1.718 3.813 -3.706
H43 1.446 2.705 -5.071
Cl3 -1.361 2.675 1.412
C24 -2.289 2.077 0.151
H44 -2.861 1.192 0.400
H45 -2.497 2.753 -0.681

Computed properties:
LUMO = 2.1 eV
E_HOMO = -1.5371 eV
net charge = -1


Density functional theory data (the ωB97M-V functional and the def2-TZVPD basis) for C13H33F3HgN3O14S3 as an isolated structure.

Element x y z (Å)
Hg1 1.110 0.363 0.319
S1 1.905 3.613 0.526
O1 3.065 4.226 1.181
O2 2.252 3.170 -0.839
O3 1.459 2.380 1.276
O4 0.742 4.523 0.515
S2 2.884 -0.495 3.479
O5 3.667 0.721 3.796
O6 2.062 -0.957 4.600
O7 2.069 -0.228 2.259
O8 3.717 -1.700 3.251
C1 -0.863 -4.281 0.828
F1 -1.937 -3.775 1.417
F2 -0.711 -5.574 1.115
F3 -0.997 -4.209 -0.539
S3 0.720 -3.263 1.268
O9 0.547 -1.932 0.646
O10 0.827 -3.207 2.713
O11 1.790 -4.089 0.740
C2 5.131 0.064 -2.006
C3 3.637 0.130 -1.694
C4 2.849 -1.040 -2.287
O12 1.503 -1.045 -1.964
C5 0.718 -1.947 -2.739
N1 3.429 0.196 -0.218
H1 5.265 -0.355 -3.010
H2 5.756 -0.584 -1.388
H3 5.546 1.063 -1.876
H4 3.241 1.092 -2.028
H5 3.408 -1.970 -2.128
H6 3.020 -0.872 -3.363
H7 0.410 -1.470 -3.669
H8 -0.123 -2.276 -2.129
H9 1.292 -2.875 -2.821
H10 4.088 0.852 0.192
H11 3.762 -0.700 0.138
C6 -1.313 -0.567 3.336
C7 -1.948 -0.172 1.960
C8 -3.307 0.544 2.215
O13 -4.136 -0.190 3.075
C9 -5.259 0.461 3.648
N2 -1.028 0.815 1.368
H12 -1.737 0.150 4.043
H13 -0.227 -0.593 3.223
H14 -1.654 -1.556 3.644
H15 -2.057 -1.086 1.375
H16 -3.789 0.726 1.246
H17 -2.982 1.491 2.659
H18 -5.895 -0.374 3.944
H19 -5.858 1.017 2.918
H20 -5.121 1.145 4.488
H21 -0.902 1.500 2.114
H22 -1.665 1.355 0.787
C10 -1.488 3.164 -2.599
C11 -1.237 2.061 -1.562
C12 -2.165 0.863 -1.896
O14 -1.855 0.348 -3.219
C13 -2.640 -0.793 -3.524
N3 0.151 1.609 -1.548
H23 -2.486 3.606 -2.581
H24 -1.262 2.809 -3.609
H25 -0.778 3.993 -2.548
H26 -1.648 2.493 -0.652
H27 -3.211 1.181 -1.857
H28 -1.998 0.032 -1.206
H29 -2.518 -1.644 -2.850
H30 -2.556 -1.074 -4.573
H31 -3.707 -0.560 -3.409
H32 0.311 1.236 -2.479
H33 0.724 2.461 -1.492

Computed properties:
LUMO = 5.6 eV
E_HOMO = 2.3558 eV
net charge = -3


Density functional theory data (the ωB97M-V functional and the def2-TZVPD basis) for C3H5O3Yb as an isolated structure.

Element x y z (Å)
H1 0.388 -1.941 -0.237
O1 0.121 -1.038 0.022
C1 0.570 -0.615 1.410
C2 0.376 0.072 -0.905
O2 0.839 -1.404 2.230
O3 0.575 0.668 1.354
C3 0.204 1.231 0.066
Yb1 -4.155 -0.608 -0.935
H2 -0.360 0.039 -1.711
H3 1.395 -0.032 -1.292
H4 -0.835 1.568 0.141
H5 0.882 2.062 -0.141

Computed properties:
LUMO (alpha / beta) = -15.9 / -19.2 eV
2S+1 = 3
E_HOMO (alpha / beta) = -22.4960 / -22.8277 eV
expectation value of S² = 2.00
net charge = +3


Density functional theory data (the ωB97M-V functional and the def2-TZVPD basis) for one molecule with the formula C7H10.

Element x y z (Å)
C1 1.050 -0.641 1.269
C2 1.380 0.453 0.348
C3 1.109 -0.903 -0.232
C4 -0.035 -0.345 -1.112
C5 -1.468 -0.525 -0.565
C6 -1.348 0.856 0.104
C7 0.126 1.077 -0.268
H1 1.891 -1.039 1.829
H2 0.117 -0.564 1.820
H3 2.319 0.995 0.270
H4 1.827 -1.644 -0.585
H5 0.129 -0.571 -2.174
H6 -1.595 -1.355 0.136
H7 -2.247 -0.607 -1.333
H8 -1.876 1.582 -0.533
H9 -1.628 1.048 1.139
H10 0.248 2.182 -0.112

Computed properties:
LUMO = 1.2 eV
E_HOMO = -8.7364 eV
SMILES = C1C[C@H]2[C@@H]1[C@H]1C[C@@H]21


Density functional theory data (the ωB97M-V functional and the def2-TZVPD basis) for C12H31F2N4O12 as an isolated structure.

Element x y z (Å)
N1 -2.041 6.854 15.943
H1 -2.661 6.069 16.104
H2 -2.513 7.731 15.598
H3 -1.259 6.588 15.351
H4 -1.662 7.054 16.896
N2 -6.215 8.165 19.160
H5 -5.973 9.162 19.187
H6 -7.218 8.123 19.343
H7 -5.712 7.735 19.987
H8 -6.053 7.722 18.268
N3 -2.925 8.307 19.582
H9 -3.287 8.812 18.754
H10 -2.726 8.953 20.347
H11 -2.101 7.735 19.346
H12 -3.585 7.572 19.864
N4 -2.769 4.069 19.137
H13 -2.677 3.061 19.214
H14 -3.605 4.247 18.591
H15 -1.980 4.443 18.559
H16 -2.745 4.615 20.009
C1 0.705 6.537 19.325
C2 -0.374 6.130 18.341
O1 -0.486 4.947 17.918
O2 -1.323 6.928 18.010
H17 0.813 5.745 20.066
H18 0.368 7.385 19.925
H19 1.653 6.795 18.859
C3 -4.970 5.749 23.231
C4 -4.644 6.232 21.834
O3 -5.310 7.202 21.380
O4 -3.702 5.713 21.168
H20 -5.856 6.224 23.640
H21 -4.128 5.935 23.904
H22 -4.989 4.662 23.335
C5 -4.793 10.966 15.855
C6 -3.945 9.847 16.425
O5 -3.125 9.249 15.678
O6 -4.237 9.454 17.588
H23 -4.819 11.015 14.766
H24 -4.483 11.947 16.213
H25 -5.838 10.807 16.122
C7 -0.475 10.495 16.330
C8 0.864 10.762 17.036
O7 0.519 11.023 18.361
C9 -0.815 10.741 18.540
O8 -1.328 10.561 19.601
O9 -1.430 10.612 17.374
F1 1.421 11.823 16.380
H26 -0.583 9.432 16.098
H27 -0.396 11.011 15.375
H28 1.516 9.902 16.880
C10 -1.696 12.846 24.117
C11 -1.660 11.716 25.154
O10 -1.709 10.529 24.361
C12 -1.981 10.792 23.107
O11 -2.204 9.960 22.266
O12 -2.145 12.116 22.974
F2 -2.752 11.774 25.947
H29 -0.677 13.186 23.930
H30 -2.320 13.688 24.399
H31 -0.740 11.642 25.729

Computed properties:
LUMO = -2.8 eV
E_HOMO = -11.7724 eV
net charge = +1


Density functional theory data (the ωB97M-V functional and the def2-TZVPD basis) for one molecule with the formula C25H26N4O5S2.

Element x y z (Å)
C1 -7.924 -1.174 0.351
H1 -8.257 -1.275 1.389
O1 -7.488 0.134 0.073
C2 -6.418 0.620 0.761
C3 -5.722 -0.062 1.748
C4 -4.646 0.541 2.383
C5 -4.245 1.822 2.043
C6 -4.948 2.524 1.050
C7 -6.015 1.914 0.427
H2 -6.566 2.436 -0.340
C8 -4.514 3.907 0.649
H3 -5.381 4.501 0.360
H4 -4.023 4.389 1.496
C9 -3.540 3.856 -0.534
N1 -2.446 2.957 -0.246
C10 -2.013 2.037 -1.127
O2 -2.379 1.967 -2.281
C11 -1.014 1.076 -0.541
C12 0.263 1.006 -1.073
C13 1.187 0.093 -0.574
C14 0.778 -0.800 0.431
C15 -0.514 -0.723 0.947
C16 -1.406 0.217 0.482
H5 -2.413 0.265 0.869
H6 -0.784 -1.436 1.711
C17 1.645 -1.885 0.926
O3 1.356 -2.651 1.815
N2 2.834 -1.984 0.245
C18 3.276 -1.090 -0.675
C19 4.504 -1.170 -1.271
C20 5.473 -2.235 -1.010
O4 5.215 -3.128 -0.208
N3 6.625 -2.154 -1.694
H7 6.763 -1.390 -2.339
C21 7.698 -3.122 -1.572
C22 8.966 -2.427 -1.082
H8 8.783 -1.930 -0.133
H9 9.297 -1.687 -1.808
H10 9.760 -3.156 -0.945
C23 7.923 -3.817 -2.912
H11 8.696 -4.574 -2.814
H12 7.008 -4.297 -3.249
H13 8.238 -3.096 -3.665
H14 7.359 -3.849 -0.827
S1 4.731 0.204 -2.328
C24 3.161 0.862 -1.898
S2 2.707 2.340 -2.433
N4 2.506 -0.006 -1.052
H15 3.513 -2.728 0.453
H16 0.518 1.668 -1.882
H17 -2.132 2.928 0.714
H18 -3.157 4.862 -0.742
H19 -4.032 3.477 -1.433
O5 -3.169 2.472 2.609
C25 -2.537 1.878 3.717
H20 -2.027 0.949 3.442
H21 -1.797 2.603 4.056
H22 -3.246 1.682 4.526
H23 -4.125 -0.017 3.146
H24 -5.997 -1.062 2.041
H25 -8.768 -1.351 -0.315
H26 -7.142 -1.912 0.145

Computed properties:
LUMO = -0.3 eV
E_HOMO = -7.9663 eV
SMILES = COc1ccc(OC)c(CCNC(=O)c2ccc3c(=O)[nH]c4c(C(=O)NC(C)C)sc(=S)n4c3c2)c1


Density functional theory data (the ωB97M-V functional and the def2-TZVPD basis) for C54H69O5Sc as an isolated structure.

Element x y z (Å)
Sc1 -0.219 0.311 -2.538
C1 -2.506 -2.034 -3.264
O1 -1.788 -1.306 -2.265
C2 -2.025 -1.699 -0.935
C3 -1.225 -2.702 -0.387
C4 -0.090 -3.351 -1.146
C5 1.293 -2.908 -0.725
C6 2.242 -3.816 -0.261
C7 3.556 -3.445 0.000
C8 3.919 -2.127 -0.292
C9 3.007 -1.192 -0.755
C10 3.431 0.188 -1.202
C11 2.793 1.321 -0.428
C12 3.159 1.540 0.888
C13 2.543 2.507 1.685
C14 1.519 3.249 1.118
C15 1.101 3.059 -0.200
C16 -0.143 3.781 -0.684
C17 -1.387 3.172 -0.074
C18 -1.889 3.638 1.137
C19 -2.979 3.048 1.765
C20 -3.567 1.958 1.124
C21 -3.100 1.460 -0.082
C22 -3.702 0.215 -0.698
C23 -2.979 -1.021 -0.197
C24 -3.181 -1.428 1.124
C25 -2.436 -2.438 1.710
C26 -1.455 -3.054 0.931
C27 -2.615 -2.856 3.169
C28 -1.304 -2.594 3.924
C29 -3.731 -2.075 3.860
C30 -2.953 -4.350 3.235
C31 -1.995 2.074 -0.687
O2 -1.522 1.610 -1.844
C32 -3.521 3.519 3.115
C33 -2.748 4.721 3.656
C34 -3.402 2.375 4.132
C35 -4.996 3.917 2.976
C36 1.778 2.118 -0.957
O3 1.377 1.902 -2.287
C37 2.089 2.648 -3.277
C38 2.973 2.671 3.141
C39 2.189 3.772 3.853
C40 2.729 1.348 3.882
C41 4.465 3.020 3.200
C42 1.668 -1.577 -0.890
O4 0.753 -0.665 -1.214
C43 4.601 -4.412 0.558
C44 5.144 -3.860 1.883
C45 4.017 -5.798 0.824
C46 5.758 -4.558 -0.439
H1 -2.366 -3.105 -3.110
H2 -2.091 -1.731 -4.223
H3 -3.568 -1.787 -3.210
H4 -0.205 -3.152 -2.214
H5 -0.153 -4.434 -1.019
H6 1.929 -4.843 -0.118
H7 4.952 -1.814 -0.171
H8 3.195 0.293 -2.264
H9 4.517 0.262 -1.110
H10 3.931 0.904 1.309
H11 0.986 3.980 1.710
H12 -0.206 3.743 -1.771
H13 -0.080 4.829 -0.383
H14 -1.401 4.492 1.592
H15 -4.424 1.471 1.580
H16 -3.652 0.271 -1.784
H17 -4.752 0.154 -0.407
H18 -3.925 -0.898 1.703
H19 -0.820 -3.819 1.366
H20 -1.025 -1.541 3.861
H21 -0.480 -3.181 3.516
H22 -1.417 -2.859 4.977
H23 -3.518 -1.004 3.888
H24 -3.828 -2.419 4.891
H25 -4.695 -2.219 3.369
H26 -2.168 -4.960 2.788
H27 -3.886 -4.562 2.708
H28 -3.070 -4.666 4.275
H29 -1.693 4.486 3.814
H30 -3.167 5.022 4.619
H31 -2.809 5.579 2.984
H32 -2.363 2.056 4.237
H33 -3.988 1.508 3.824
H34 -3.766 2.694 5.112
H35 -5.113 4.729 2.256
H36 -5.392 4.252 3.938
H37 -5.607 3.080 2.637
H38 3.162 2.506 -3.143
H39 1.840 3.707 -3.190
H40 1.772 2.258 -4.242
H41 1.120 3.551 3.888
H42 2.321 4.743 3.370
H43 2.542 3.861 4.882
H44 1.677 1.061 3.826
H45 3.003 1.449 4.935
H46 3.319 0.535 3.458
H47 4.666 3.959 2.680
H48 5.078 2.244 2.739
H49 4.787 3.128 4.238
H50 4.339 -3.730 2.608
H51 5.626 -2.891 1.744
H52 5.883 -4.544 2.308
H53 3.188 -5.757 1.533
H54 4.787 -6.445 1.248
H55 3.657 -6.270 -0.093
H56 6.249 -3.603 -0.626
H57 5.399 -4.942 -1.396
H58 6.511 -5.250 -0.052
C47 -2.326 -0.843 -7.124
C48 -1.962 0.458 -6.464
C49 -2.712 0.956 -5.403
C50 -2.342 2.125 -4.750
C51 -1.217 2.822 -5.167
C52 -0.476 2.348 -6.243
C53 -0.845 1.175 -6.880
H59 -2.337 -0.752 -8.211
H60 -3.310 -1.187 -6.805
H61 -1.601 -1.622 -6.872
H62 -3.598 0.419 -5.082
H63 -2.924 2.489 -3.914
H64 -0.929 3.736 -4.663
H65 0.397 2.892 -6.583
H66 -0.250 0.803 -7.706
C54 1.423 -1.241 -4.647
O5 0.440 -0.360 -4.192
H67 2.246 -0.700 -5.130
H68 1.019 -1.943 -5.387
H69 1.852 -1.833 -3.826

Computed properties:
LUMO = 0.5 eV
E_HOMO = -7.4322 eV


Number 1: maximum force 6.13 eV Å⁻¹, calculated total energy -12252.73786 eV. Number 2: maximum force 0.53 eV Å⁻¹, calculated total energy -6356.68114 eV. Number 3: maximum force 6.87 eV Å⁻¹, calculated total energy -8291.76239 eV. Number 4: maximum force 4.50 eV Å⁻¹, calculated total energy -7821.29379 eV. Number 5: maximum force 2.98 eV Å⁻¹, calculated total energy -84561.93206 eV. Number 6: maximum force 3.37 eV Å⁻¹, calculated total energy -91980.23847 eV. Number 7: maximum force 2.91 eV Å⁻¹, calculated total energy -40824.51293 eV. Number 8: maximum force 2.29 eV Å⁻¹, calculated total energy -7417.11716 eV. Number 9: maximum force 5.77 eV Å⁻¹, calculated total energy -48908.26748 eV. Number 10: maximum force 1.16 eV Å⁻¹, calculated total energy -64217.30066 eV. Number 11: maximum force 0.47 eV Å⁻¹, calculated total energy -88063.03036 eV.